# 1
{"formula": "C5H7N", "method": "ωB97M-V/def2-TZVPD", "orbital_gap_ha": 0.304, "total_charge": 0, "fmax_ev_per_a": 0.4, "elements": ["C", "N", "C", "C", "C", "C", "H", "H", "H", "H", "H", "H", "H"], "positions_angstrom": [[-1.31832, -1.20761, -0.11343], [-0.05829, -0.56810, -0.42559], [0.72096, 1.51933, 0.55238], [0.19625, 0.82971, -0.67480], [1.65022, 0.62508, -0.26710], [1.20210, -0.69228, 0.03288], [-1.57116, -1.99839, -0.82355], [-2.08417, -0.42841, -0.16834], [-1.32094, -1.61286, 0.90405], [0.75575, 2.60537, 0.47525], [0.37371, 1.17171, 1.52725], [-0.14599, 1.31647, -1.58217], [1.59988, -1.56002, 0.56316]], "atomic_forces_ev_per_a": [[-0.15, -0.15, 0.00], [0.22, -0.04, 0.20], [-0.14, 0.17, 0.18], [-0.23, 0.28, -0.26], [0.15, 0.02, -0.03], [-0.25, -0.21, 0.06], [0.04, 0.02, 0.06], [0.08, -0.19, -0.01], [0.02, 0.00, -0.19], [0.36, -0.18, -0.04], [0.00, 0.09, -0.12], [-0.03, -0.01, 0.18], [-0.06, 0.21, -0.03]], "nbo_charge": [-0.410, -0.361, -0.372, -0.132, -0.320, 0.141, 0.204, 0.219, 0.202, 0.220, 0.198, 0.219, 0.193]}


# 2
{"formula": "C3H7O3", "method": "ωB97M-V/def2-TZVPD", "orbital_gap_ha": 0.305, "total_charge": -1, "fmax_ev_per_a": 1.0, "elements": ["C", "O", "H", "H", "H", "H", "C", "C", "O", "O", "H", "H", "H"], "positions_angstrom": [[1.69068, -1.20362, -0.66787], [0.53746, -1.57451, 0.03993], [-0.20375, -0.97470, -0.18354], [1.43002, -0.65754, -1.57364], [2.32953, -0.58752, -0.02547], [2.24800, -2.09154, -0.98480], [-1.03522, 0.83873, 1.12752], [-1.14743, 1.25729, -0.37700], [-0.75206, 0.46742, -1.27608], [-1.82272, 2.29377, -0.52279], [-2.08159, 0.60581, 1.34328], [-0.75337, 1.66925, 1.77108], [-0.43954, -0.04284, 1.32935]], "atomic_forces_ev_per_a": [[-0.27, 0.13, -0.13], [-0.13, -0.87, 0.33], [0.56, 0.20, -0.81], [0.01, 0.24, 0.05], [0.19, 0.08, -0.18], [-0.01, -0.10, 0.23], [-0.41, -0.04, -0.47], [-0.97, 0.09, 0.31], [0.31, -0.12, 0.56], [0.37, 0.30, -0.27], [0.05, -0.06, 0.31], [0.09, 0.08, -0.11], [0.20, 0.08, 0.16]], "nbo_charge": [-0.240, -0.786, 0.513, 0.196, 0.141, 0.141, -0.763, 0.771, -0.806, -0.775, 0.207, 0.202, 0.200]}


# 3
{"formula": "CH4ClEuNO2P2", "method": "ωB97M-V/def2-TZVPD", "s2": 15.763, "orbital_gap_ha": [0.204, 0.189], "multiplicity": 8, "total_charge": 2, "fmax_ev_per_a": 8.7, "elements": ["O", "C", "N", "P", "P", "O", "Cl", "H", "H", "H", "H", "Eu"], "positions_angstrom": [[2.08797, -2.66097, -0.25744], [2.37909, -1.44368, -0.10049], [2.40991, -0.12458, 0.01652], [0.71448, 0.47231, -0.20764], [-1.42000, 0.97552, -0.47223], [-2.30600, 0.21167, 0.85906], [-2.00926, 0.01843, -2.25177], [0.28072, -0.64502, 0.62833], [0.79836, 0.24872, -1.63869], [1.00785, 1.71868, 0.44728], [-2.06646, -0.75648, 0.74513], [-1.88214, 1.96233, 2.23400]], "atomic_forces_ev_per_a": [[2.49, 8.23, 1.25], [-2.39, -2.44, -0.88], [-0.58, -5.53, -0.46], [4.12, -1.41, 0.46], [-2.13, 1.16, -0.64], [0.87, -2.25, -2.34], [0.06, -0.15, 1.29], [-0.46, 0.82, -0.51], [-0.36, 0.37, 0.59], [-0.34, -0.67, -0.72], [-1.09, 0.89, 0.56], [-0.20, 1.00, 1.41]], "mulliken_spin": [0.008, -0.001, 0.093, 0.119, 0.937, 0.034, 0.230, 0.080, 0.097, 0.022, -0.002, 5.382]}


# 4
{"formula": "C2H2FLi2OZn", "method": "ωB97M-V/def2-TZVPD", "orbital_gap_ha": [0.304, 0.193], "total_charge": 1, "fmax_ev_per_a": 5.6, "elements": ["C", "C", "O", "H", "F", "H", "Li", "Zn", "Li"], "positions_angstrom": [[0.85805, -1.39474, 1.02174], [-0.13215, -2.18954, 0.58834], [1.23498, -0.30804, 0.22806], [1.43387, -1.45941, 1.95837], [-0.75302, -0.15177, -2.97826], [-0.35231, -2.99633, 1.30177], [0.20212, -1.21450, -2.00684], [2.38701, 0.92559, 0.38153], [-1.07614, -0.13538, -0.03711]], "atomic_forces_ev_per_a": [[0.20, 1.43, -2.04], [1.11, 0.34, 2.88], [-3.72, -4.20, -0.32], [-0.75, -0.25, -0.06], [0.58, -0.73, 1.93], [-0.60, -0.51, -1.29], [-0.04, 0.36, -1.27], [3.20, 3.36, 0.41], [0.01, 0.20, -0.23]], "nbo_charge": [0.044, -0.328, -1.118, 0.234, -0.943, 0.235, 0.950, 0.971, 0.953]}


# 5
{"formula": "C12H15N6O4PSTe4Tl", "method": "ωB97M-V/def2-TZVPD", "orbital_gap_ha": 0.183, "total_charge": -1, "fmax_ev_per_a": 6.5, "elements": ["Tl", "C", "N", "C", "C", "N", "C", "P", "C", "N", "C", "C", "N", "C", "C", "N", "C", "C", "N", "C", "H", "H", "H", "H", "H", "H", "H", "H", "H", "H", "H", "H", "H", "H", "H", "Te", "Te", "Te", "Te", "O", "S", "O", "O", "O"], "positions_angstrom": [[0.57991, 2.88476, 0.04976], [0.57466, -2.86108, -1.69783], [0.47481, -1.46518, -2.04972], [1.26911, -0.84604, -2.96603], [1.02142, 0.49738, -2.82666], [0.09313, 0.70731, -1.85498], [-0.22426, -0.49520, -1.40097], [-1.44530, -0.88987, -0.10998], [-0.47299, -0.39875, 1.36321], [-0.07112, 0.81875, 1.68195], [0.64268, 0.69370, 2.83038], [0.68182, -0.61599, 3.21210], [-0.03500, -1.30919, 2.27686], [-0.10884, -2.74726, 2.17579], [-2.49041, 0.60447, -0.19525], [-2.13221, 1.85824, -0.04127], [-3.26263, 2.60048, -0.11908], [-4.33921, 1.78018, -0.31693], [-3.84515, 0.51044, -0.35985], [-4.60599, -0.70749, -0.49549], [0.40412, -3.49729, -2.56479], [1.59547, -3.06705, -1.35420], [-0.15057, -3.09372, -0.92002], [2.01785, -1.39870, -3.51854], [1.44462, 1.32275, -3.37059], [1.13495, 1.54355, 3.26038], [1.15098, -1.09361, 4.05115], [-0.20979, -3.18090, 3.16941], [-0.96876, -3.02502, 1.56784], [0.79915, -3.14447, 1.71391], [-3.23495, 3.67029, -0.01806], [-5.38509, 1.99606, -0.43144], [-5.66177, -0.46103, -0.58655], [-4.28826, -1.26066, -1.37995], [-4.46638, -1.33869, 0.38396], [4.23860, 1.76100, -0.76694], [4.57019, -0.90468, -1.32494], [4.87563, -3.39665, -2.34328], [3.09340, 0.15185, 0.69746], [4.78923, 3.52853, 1.24324], [3.38102, 3.59734, 0.94151], [3.21025, 3.47974, -0.56332], [2.63171, 4.77010, 1.32571], [2.72398, 2.42157, 1.63203]], "atomic_forces_ev_per_a": [[-0.79, -0.07, -0.21], [0.43, -0.31, 0.03], [-0.07, 0.15, -0.10], [0.42, 0.23, 0.08], [0.01, -0.19, -0.20], [-0.29, -0.26, 0.09], [-0.19, 0.16, 0.08], [0.36, 0.61, 0.10], [-0.17, 0.03, -0.17], [-0.27, -0.33, 0.02], [0.01, -0.10, 0.17], [0.02, 0.12, 0.18], [0.06, 0.25, -0.03], [0.11, -0.27, -0.03], [-0.05, -0.17, 0.07], [0.16, 0.01, -0.10], [-0.17, -0.12, -0.02], [-0.13, 0.21, 0.00], [0.19, 0.10, 0.00], [-0.13, -0.25, -0.01], [-0.14, 0.05, -0.04], [-0.16, 0.00, 0.09], [0.03, -0.04, -0.05], [-0.16, 0.09, -0.02], [0.16, -0.01, -0.02], [0.07, 0.10, 0.19], [0.08, -0.12, 0.03], [-0.06, 0.02, -0.01], [0.03, -0.01, 0.08], [-0.08, 0.02, 0.01], [-0.07, 0.11, -0.03], [-0.11, -0.06, 0.00], [0.03, 0.03, -0.02], [-0.06, 0.00, 0.04], [-0.04, 0.01, -0.09], [3.26, 1.41, -5.44], [0.89, -2.42, -0.97], [-0.32, -0.27, 0.17], [-1.81, -3.22, 2.15], [0.19, 1.04, 0.19], [-0.17, 2.02, 5.00], [-0.58, 0.11, -0.41], [0.10, 0.66, -0.17], [-0.61, 0.69, -0.66]], "nbo_charge": [0.785, -0.415, -0.332, -0.074, -0.073, -0.494, 0.052, 0.713, 0.089, -0.509, -0.062, -0.102, -0.341, -0.409, 0.080, -0.445, -0.087, -0.092, -0.338, -0.402, 0.212, 0.250, 0.200, 0.251, 0.217, 0.244, 0.221, 0.211, 0.220, 0.220, 0.211, 0.210, 0.212, 0.216, 0.213, 0.488, -0.269, -0.612, 0.082, -0.988, 2.543, -0.993, -0.998, -1.104]}